The following is a DFT calculation (ωB97M-V/def2-TZVPD) of a cluster of 16 separate species, C84H88N16O28 in total.

Calculated values
Multiplicity ... 1
Total charge ... 0
Gap between HOMO and LUMO ... 7.77 eV

Last column: Mulliken charge in e.
Atoms and positions in Å:
O (14.285, 16.710, 24.059)  -0.64
O (9.366, 13.926, 16.998)  -0.50
O (18.702, 11.576, 14.657)  -0.64
O (16.360, 24.367, 22.427)  -0.56
O (14.160, 20.100, 15.943)  1.06
O (11.758, 19.376, 11.812)  -0.60
O (21.490, 13.974, 12.167)  -0.63
O (9.501, 17.861, 23.475)  -0.68
O (17.994, 22.974, 9.599)  -0.64
O (22.943, 15.459, 12.755)  -0.63
O (17.123, 12.084, 9.468)  -0.60
O (11.669, 17.931, 15.492)  0.23
O (15.961, 15.786, 16.780)  -0.27
O (16.352, 17.009, 9.682)  -0.73
O (12.378, 17.303, 23.261)  -0.49
O (16.131, 15.363, 20.678)  -0.22
O (13.393, 20.457, 20.314)  -0.48
O (18.657, 18.955, 17.791)  -0.47
O (15.238, 11.010, 9.758)  -0.63
O (8.195, 13.283, 15.300)  -0.65
O (15.015, 25.915, 21.640)  -0.64
O (10.852, 19.434, 22.717)  -0.62
O (18.483, 23.598, 11.588)  -0.65
O (9.954, 18.556, 12.623)  -0.64
O (14.005, 18.586, 21.196)  0.50
O (16.365, 16.815, 22.228)  -0.69
O (20.157, 12.391, 16.056)  -0.62
O (15.982, 17.129, 11.808)  0.02
N (9.484, 17.326, 15.346)  0.07
N (13.317, 16.526, 23.364)  0.98
N (15.595, 24.844, 21.564)  1.09
N (10.132, 18.452, 22.577)  1.12
N (9.058, 13.103, 16.140)  1.05
N (16.448, 19.341, 17.749)  1.56
N (21.825, 14.969, 12.802)  1.05
N (13.942, 16.758, 17.207)  1.55
N (13.836, 19.806, 21.245)  0.52
N (16.749, 16.220, 21.214)  1.47
N (19.000, 12.064, 15.749)  1.18
N (12.543, 20.823, 17.374)  1.58
N (16.096, 11.836, 10.088)  1.04
N (16.540, 17.486, 10.778)  1.19
N (11.043, 18.451, 12.065)  1.06
N (17.822, 23.035, 10.784)  1.18
C (19.240, 19.906, 9.892)  -0.62
C (16.230, 22.921, 20.197)  0.16
C (15.669, 12.093, 17.378)  -0.48
C (14.897, 21.629, 24.839)  -0.90
C (9.235, 16.677, 21.123)  -0.79
C (14.766, 12.646, 13.496)  -0.98
C (14.827, 12.121, 12.211)  -0.67
C (20.930, 15.565, 13.788)  -0.37
C (16.677, 13.588, 11.748)  -0.74
C (19.742, 20.182, 11.157)  -0.93
C (17.959, 12.261, 16.715)  0.12
C (15.072, 17.115, 15.070)  0.93
C (9.796, 16.815, 18.760)  -0.56
C (19.858, 14.800, 14.173)  -0.15
C (11.507, 17.076, 11.798)  0.53
C (14.366, 24.348, 19.447)  -0.68
C (14.246, 23.567, 18.335)  -0.82
C (15.611, 13.691, 13.853)  0.59
C (10.797, 17.104, 15.246)  0.24
C (16.129, 22.239, 19.029)  -0.33
C (15.015, 16.496, 16.451)  0.48
C (12.866, 16.785, 11.617)  -0.53
C (15.200, 20.305, 24.610)  -1.09
C (17.555, 18.485, 10.873)  -0.93
C (13.207, 13.033, 21.099)  -0.51
C (15.955, 21.527, 10.281)  -0.73
C (13.043, 20.622, 16.115)  -0.38
C (9.842, 9.684, 15.088)  -0.77
C (12.344, 14.119, 20.784)  -0.28
C (8.857, 18.658, 15.600)  -1.01
C (9.122, 16.239, 19.807)  -0.55
C (18.493, 15.876, 19.535)  0.69
C (13.241, 15.459, 11.425)  -0.42
C (20.559, 17.146, 19.702)  -0.86
C (19.144, 16.693, 15.442)  -0.12
C (12.269, 14.458, 11.344)  -0.70
C (17.701, 19.465, 17.181)  -0.12
C (13.647, 16.071, 18.473)  0.56
C (11.230, 15.682, 14.894)  -0.38
C (10.852, 18.372, 20.296)  -0.15
C (16.548, 21.975, 12.611)  -0.64
C (9.742, 11.845, 16.125)  0.05
C (18.346, 12.727, 17.951)  -0.39
C (9.999, 17.869, 21.270)  -0.39
C (20.140, 17.728, 20.935)  -0.80
C (18.108, 16.489, 20.701)  -0.14
C (16.605, 14.096, 13.012)  0.25
C (15.795, 12.559, 11.352)  -0.37
C (13.271, 15.295, 22.564)  -0.22
C (10.915, 14.809, 11.494)  -0.76
C (10.677, 17.843, 18.993)  -0.10
C (14.965, 19.764, 23.392)  0.08
C (10.689, 9.314, 16.120)  -0.33
C (16.020, 12.587, 18.646)  0.02
C (14.124, 13.158, 22.103)  -0.47
C (16.641, 11.904, 16.429)  -1.04
C (11.040, 10.169, 17.181)  -0.78
C (17.815, 20.425, 16.012)  -0.49
C (19.055, 19.710, 12.308)  -0.19
C (16.273, 18.598, 18.945)  -0.10
C (12.199, 20.914, 14.940)  -0.95
C (10.523, 16.112, 11.755)  -0.66
C (9.336, 11.000, 15.123)  -0.31
C (10.596, 11.496, 17.153)  -0.02
C (19.700, 16.320, 18.964)  -0.49
C (15.366, 24.023, 20.367)  -0.37
C (18.158, 19.041, 9.763)  -0.60
C (18.868, 17.397, 21.378)  -0.76
C (15.552, 21.110, 12.993)  0.38
C (18.950, 15.352, 15.032)  0.22
C (14.939, 20.672, 10.749)  -0.40
C (14.714, 20.522, 12.105)  -0.39
C (12.430, 15.272, 21.496)  -0.06
C (16.746, 22.158, 11.246)  -0.36
C (18.014, 18.837, 12.154)  0.84
C (17.338, 12.832, 18.927)  -0.73
C (14.111, 14.270, 22.893)  -0.63
C (14.285, 22.418, 23.850)  -0.73
C (15.127, 22.534, 18.100)  0.18
C (20.187, 17.460, 14.945)  -0.55
C (13.925, 21.843, 22.639)  -0.40
C (21.172, 16.892, 14.166)  -0.83
C (11.260, 21.326, 17.950)  -1.15
C (14.290, 20.521, 22.448)  0.35
H (9.631, 16.456, 17.732)  0.27
H (15.600, 19.672, 25.323)  0.64
H (13.253, 17.392, 16.823)  -0.95
H (17.383, 13.970, 11.028)  0.51
H (19.364, 13.013, 18.124)  0.57
H (17.520, 18.435, 13.010)  0.46
H (15.517, 14.136, 14.827)  0.04
H (16.721, 17.632, 18.807)  -0.60
H (17.144, 22.507, 13.356)  0.52
H (10.449, 14.937, 14.578)  0.07
H (11.373, 19.335, 20.426)  0.53
H (13.604, 23.807, 17.539)  0.64
H (15.229, 18.714, 19.308)  -0.68
H (13.699, 14.972, 18.337)  0.14
H (20.018, 16.042, 17.928)  0.51
H (11.820, 14.107, 19.817)  0.47
H (9.495, 16.367, 11.812)  0.55
H (17.540, 21.445, 16.303)  0.38
H (16.935, 19.030, 19.749)  0.66
H (13.701, 25.184, 19.626)  0.50
H (17.668, 13.192, 19.916)  0.34
H (11.775, 16.110, 21.149)  0.35
H (14.679, 11.773, 17.221)  0.89
H (18.062, 14.803, 15.414)  0.54
H (8.873, 16.581, 15.108)  0.29
H (11.718, 9.783, 17.932)  0.44
H (19.773, 20.180, 8.971)  0.43
H (15.310, 12.697, 19.425)  -0.01
H (13.954, 12.348, 14.154)  0.66
H (13.974, 19.832, 12.463)  0.32
H (16.962, 22.579, 20.955)  0.42
H (16.820, 21.447, 18.825)  0.36
H (11.228, 21.337, 15.206)  0.56
H (11.345, 21.644, 18.976)  0.10
H (12.516, 13.457, 11.080)  0.61
H (16.075, 21.760, 9.230)  0.55
H (20.734, 18.428, 21.470)  0.47
H (7.887, 18.433, 15.976)  0.49
H (11.978, 15.645, 14.128)  -0.53
H (18.451, 17.129, 16.139)  -0.05
H (17.820, 15.193, 18.986)  0.05
H (8.579, 15.336, 19.517)  0.47
H (17.837, 18.778, 8.763)  0.58
H (9.463, 19.196, 16.335)  0.13
H (21.526, 17.391, 19.225)  0.39
H (13.162, 20.569, 18.122)  -0.73
H (14.279, 20.216, 10.021)  0.51
H (10.454, 20.606, 17.840)  0.08
H (10.902, 22.160, 17.350)  0.65
H (13.455, 22.426, 21.829)  0.50
H (13.650, 17.497, 11.718)  0.46
H (20.652, 20.765, 11.198)  0.49
H (11.643, 15.298, 15.805)  0.21
H (10.084, 14.127, 11.539)  0.47
H (14.819, 12.347, 22.332)  0.41
H (14.791, 14.408, 23.712)  0.50
H (18.819, 20.465, 15.650)  0.76
H (15.862, 17.893, 15.163)  -0.99
H (10.909, 12.281, 17.838)  0.57
H (15.440, 16.457, 14.355)  -0.35
H (11.019, 8.265, 16.155)  0.37
H (17.197, 14.973, 13.208)  0.31
H (12.001, 19.990, 14.439)  -0.37
H (15.456, 20.898, 14.070)  0.27
H (8.705, 11.370, 14.317)  0.48
H (20.216, 18.520, 15.235)  0.62
H (8.793, 19.229, 14.703)  0.30
H (8.661, 16.282, 21.981)  0.55
H (9.513, 9.004, 14.304)  0.42
H (13.255, 12.118, 20.484)  0.45
H (12.706, 21.670, 14.331)  0.32
H (22.032, 17.317, 13.705)  0.63
H (15.147, 18.706, 23.248)  0.20
H (15.631, 19.736, 17.331)  -0.78
H (18.396, 17.846, 22.246)  0.52
H (15.205, 22.056, 25.792)  0.39
H (15.169, 21.890, 17.224)  -0.08
H (14.342, 16.419, 19.227)  -0.88
H (17.112, 20.146, 15.219)  -0.65
H (14.120, 23.454, 23.959)  0.56
H (12.586, 16.320, 18.713)  -0.65
H (14.090, 11.421, 11.853)  0.57
H (19.412, 19.775, 13.335)  0.20
H (11.164, 18.161, 18.090)  1.06
H (14.302, 15.213, 11.501)  0.46
H (19.790, 13.836, 13.643)  0.44
H (16.438, 11.525, 15.463)  0.78
H (14.163, 17.539, 14.799)  -0.15